C18H13IN3O3RhS2 as an isolated structure. Source: the OMol25 dataset; level of theory: wB97M-V/def2-TZVPD.

CARTESIAN COORDINATES (ANGSTROEM)
1 I -1.535 3.545 -3.612
2 Rh 1.806 0.216 -0.244
3 S 2.853 1.500 1.368
4 S 3.237 1.623 -1.390
5 O 0.796 -1.041 0.962
6 O 1.057 -0.840 -1.843
7 O -2.531 -3.975 2.493
8 N 2.118 5.514 -0.672
9 N 0.430 1.591 -0.360
10 N 6.162 4.339 1.165
11 C -1.549 -3.205 -0.853
12 C -0.986 2.919 -1.713
13 C -1.249 2.907 0.657
14 C -0.207 2.007 0.740
15 C -0.129 -1.887 0.634
16 C 3.858 3.827 0.165
17 C 2.948 4.796 -0.298
18 C -0.822 -2.476 1.718
19 C 0.056 2.023 -1.572
20 C -1.831 -3.384 1.515
21 C -2.189 -3.666 3.838
22 C -1.644 3.378 -0.583
23 C -0.302 -2.029 -3.267
24 C 3.414 2.464 0.067
25 C 0.123 -1.687 -1.863
26 C 5.112 4.137 0.725
27 C -0.497 -2.251 -0.706
28 C -2.200 -3.757 0.200
29 H -1.137 -3.877 4.034
30 H -2.810 -4.305 4.458
31 H 0.613 1.649 -2.416
32 H 0.145 1.615 1.681
33 H -1.851 -3.515 -1.840
34 H -2.996 -4.475 0.063
35 H -2.449 4.095 -0.670
36 H 0.585 -2.326 -3.826
37 H -1.742 3.237 1.559
38 H -1.053 -2.803 -3.353
39 H -0.522 -2.149 2.702
40 H -0.681 -1.116 -3.727
41 H -2.402 -2.619 4.063

As for the molar mass: 613.26 g/mol. The value obtained for the relative energy (zero: lowest compared OMol25 entry of this formula, charge and spin) is 74.17 kJ/mol. The charge is 0.